Record 1
Here is 10 unconnected molecules or ions with the total composition CH22O9 at a distorted geometry from the OMol25 dataset. Energies are from ωB97M-V/def2-TZVPD.

```
32
Properties=species:S:1:pos:R:3:nbo_charge:R:1
C -1.274 2.644 -2.318 -0.855
H -1.697 2.758 -1.318 0.220
H -0.492 3.380 -2.465 0.209
H -2.069 2.680 -3.054 0.224
H -0.817 1.653 -2.299 0.200
O 1.428 2.892 1.031 -0.950
H 0.468 2.720 1.078 0.482
H 1.382 3.389 0.200 0.462
O 2.959 0.266 -0.922 -0.963
H 3.262 0.407 -0.021 0.486
H 3.397 0.884 -1.510 0.480
O 0.667 -2.360 -2.025 -0.966
H 0.770 -2.589 -1.096 0.489
H 1.477 -1.892 -2.251 0.484
O 0.736 -0.645 0.650 -0.969
H 0.715 -0.095 1.446 0.481
H 0.941 0.031 -0.009 0.500
O -2.064 -1.227 -2.092 -0.957
H -1.701 -0.449 -2.530 0.458
H -1.308 -1.814 -2.172 0.493
O -2.415 0.186 1.227 -0.964
H -2.340 -0.188 0.352 0.495
H -2.143 1.100 1.257 0.467
O -1.513 3.285 1.477 -0.966
H -1.982 3.087 2.296 0.487
H -1.397 4.241 1.510 0.488
O 2.431 -2.939 0.970 -0.963
H 3.189 -2.603 1.456 0.462
H 1.845 -2.170 0.875 0.486
O -1.301 -2.781 2.036 -0.956
H -1.586 -3.253 1.255 0.472
H -0.874 -1.951 1.822 0.483
```

As for the relative energy (zero: lowest compared OMol25 entry of this formula, charge and spin): 0.000 eV. Its charge is 0. The frontier orbital gap comes out at 10.42 eV. As for the SMILES: C.O.O.O.O.O.O.O.O.O.

Record 2
Here is 12 unconnected molecules or ions with the total composition CH23O14 at a distorted geometry from the OMol25 dataset. Energies are from ωB97M-V/def2-TZVPD.

```
38
Properties=species:S:1:pos:R:3:nbo_charge:R:1
C -7.457 10.103 12.365 1.002
O -8.526 10.657 12.797 -0.856
O -6.872 9.266 13.307 -0.761
O -6.956 10.274 11.314 -0.745
H -7.201 9.299 14.137 0.504
O -5.469 8.786 16.146 -0.964
H -4.577 8.238 16.126 0.492
H -5.316 9.491 16.840 0.484
O -4.312 11.331 11.608 -0.961
H -4.997 10.624 11.528 0.486
H -4.267 11.697 10.726 0.466
O -8.884 11.835 15.210 -1.017
H -7.932 11.894 15.399 0.450
H -8.978 11.328 14.200 0.516
O -7.986 13.316 11.930 -0.986
H -7.420 13.405 11.209 0.458
H -7.989 12.270 12.229 0.494
O -9.606 11.072 10.044 -0.961
H -9.028 10.964 10.717 0.473
H -9.972 11.950 10.054 0.483
O -4.496 7.538 12.619 -0.912
H -5.087 8.109 12.731 0.454
H -4.878 6.780 12.927 0.458
O -6.686 11.339 8.761 -0.988
H -6.705 10.971 9.769 0.497
H -7.571 11.381 8.637 0.462
O -11.205 11.456 12.618 -0.956
H -11.533 10.853 13.356 0.450
H -10.350 10.853 12.549 0.492
O -8.038 7.588 15.644 -1.003
H -7.204 8.018 15.874 0.474
H -7.783 7.292 14.693 0.482
O -7.761 7.264 10.776 -0.929
H -8.746 7.211 10.751 0.473
H -7.602 8.166 10.918 0.483
O -7.427 6.229 13.423 -0.977
H -8.318 5.754 13.305 0.474
H -7.551 6.966 12.651 0.511
```

As for the relative energy (zero: lowest compared OMol25 entry of this formula, charge and spin): 4.343 eV. Its charge is -1. The frontier orbital gap comes out at 9.60 eV.

Record 3
Here is 12 unconnected molecules or ions with the total composition CH23O14 at a distorted geometry from the OMol25 dataset. Energies are from ωB97M-V/def2-TZVPD.

```
38
Properties=species:S:1:pos:R:3:nbo_charge:R:1
O -0.625 0.049 -0.389 -0.851
H -0.698 -0.460 -1.216 0.551
H -1.276 0.739 -0.549 0.531
H 0.327 0.419 -0.310 0.588
C 2.206 1.322 -0.956 0.951
O 1.815 0.232 -1.838 -1.027
O 1.347 1.764 -0.059 -0.917
O 3.445 1.630 -0.934 -0.776
O -3.201 -1.196 -0.187 -0.943
H -3.647 -0.952 -1.001 0.475
H -3.314 -0.384 0.323 0.473
O 1.689 -1.159 1.748 -0.951
H 1.354 -2.020 1.923 0.438
H 0.959 -0.648 2.099 0.498
O -2.093 1.595 -1.828 -0.961
H -1.921 1.141 -2.628 0.502
H -1.704 2.446 -1.959 0.488
O -1.648 -2.359 1.906 -0.954
H -2.479 -2.501 2.337 0.459
H -1.890 -2.133 1.027 0.492
O -0.081 0.714 2.637 -0.955
H -0.530 1.346 2.029 0.507
H -0.738 0.273 3.188 0.461
O 2.987 -1.835 -0.819 -0.997
H 2.874 -1.713 0.088 0.471
H 2.721 -0.946 -1.081 0.514
O 0.338 -2.656 -0.654 -1.025
H 1.218 -2.321 -0.911 0.519
H 0.199 -2.739 0.272 0.469
O -0.955 -0.621 -3.014 -0.958
H -0.105 -0.972 -3.005 0.520
H -1.487 -1.309 -3.372 0.470
O -1.005 2.813 0.847 -0.964
H -1.905 3.102 0.707 0.461
H -0.377 3.416 0.423 0.517
O 2.658 1.831 2.065 -1.019
H 2.107 1.755 1.242 0.494
H 3.436 2.336 1.847 0.453
```

As for the relative energy (zero: lowest compared OMol25 entry of this formula, charge and spin): 4.806 eV. Its charge is -1. The frontier orbital gap comes out at 5.34 eV.

Record 4
Here is 11 unconnected molecules or ions with the total composition CH24N2O11 at a distorted geometry from the OMol25 dataset. Energies are from ωB97M-V/def2-TZVPD.

```
38
Properties=species:S:1:pos:R:3:nbo_charge:R:1
N 0.040 -0.705 3.113 -0.793
C 1.094 -0.346 2.387 0.704
N 1.482 0.926 2.137 -0.600
O 1.763 -1.282 1.845 -0.269
H -0.676 -0.018 3.466 0.443
H -0.189 -1.723 3.310 0.468
H 0.939 1.664 2.717 0.476
H 2.176 1.207 1.525 0.441
H -2.485 -2.832 0.551 0.553
H -1.849 -1.577 1.563 0.489
O -1.679 -2.203 0.884 -1.001
H 1.235 2.926 -0.521 0.468
H 0.613 1.683 -0.699 0.500
O 0.336 2.658 -0.604 -1.000
H -1.263 -2.852 -3.002 0.478
H -0.132 -2.464 -2.343 0.455
O -0.337 -3.196 -2.850 -0.933
H -1.872 1.904 -0.254 0.468
H -3.055 1.533 -0.912 0.501
O -2.596 1.417 0.007 -0.969
H -1.784 -1.286 -1.801 0.461
H -1.772 -0.176 -2.841 0.495
O -1.976 -1.153 -2.699 -0.944
H -0.295 -1.739 0.032 0.503
H 0.930 -2.244 -0.175 0.472
O 0.380 -1.705 -0.715 -0.954
H -1.097 1.925 1.973 0.473
H -0.538 3.128 1.474 0.511
O -0.503 2.744 2.359 -0.929
H -0.376 2.277 -2.744 0.473
H -1.193 3.403 -2.474 0.483
O -1.283 2.427 -2.584 -0.953
H 3.379 -1.028 0.867 0.454
H 3.171 -2.140 -0.117 0.465
O 3.795 -1.447 0.055 -0.907
H 1.278 -0.331 -1.224 0.504
H 2.603 0.199 -0.699 0.497
O 1.738 0.425 -1.008 -0.983
```

Its charge is +1. Its spin multiplicity is 2. The frontier orbital gap (spin up / spin down) comes out at 9.19 / 3.06 eV.

Record 5
Here is 13 unconnected molecules or ions with the total composition CH25O15 at a distorted geometry from the OMol25 dataset. Energies are from ωB97M-V/def2-TZVPD.

```
41
Properties=species:S:1:pos:R:3:nbo_charge:R:1
C 0.008 0.655 0.617 0.997
O -0.393 -0.331 1.203 -0.824
O -0.933 1.549 0.370 -0.743
O 1.149 0.851 0.095 -0.802
H -1.786 1.187 0.598 0.525
O -1.466 -0.684 -1.566 -0.959
H -0.933 -0.428 -2.323 0.495
H -1.030 -0.257 -0.826 0.458
O 2.913 -0.423 -1.412 -1.000
H 2.301 0.020 -0.761 0.502
H 3.308 0.192 -1.996 0.468
O 0.833 0.691 -3.075 -0.969
H 0.666 1.286 -3.765 0.443
H 1.276 1.334 -2.549 0.485
O 2.600 -2.072 0.969 -0.936
H 2.391 -1.812 0.073 0.473
H 1.777 -2.166 1.423 0.459
O -0.820 3.124 -1.762 -0.982
H -1.054 2.451 -2.443 0.484
H -0.889 2.783 -0.872 0.508
O -0.318 -2.858 0.231 -0.953
H 0.283 -2.643 -0.491 0.472
H -0.433 -2.055 0.675 0.469
O 1.079 -0.685 3.457 -0.950
H 0.387 -0.312 2.910 0.476
H 0.986 -1.660 3.396 0.465
O 1.723 2.687 -1.613 -1.031
H 0.871 3.097 -1.826 0.494
H 1.656 2.015 -0.906 0.501
O -3.611 0.659 -0.164 -0.986
H -3.670 1.308 -0.916 0.476
H -3.276 -0.154 -0.524 0.518
O -2.179 -1.480 2.782 -0.995
H -1.461 -1.053 2.256 0.500
H -2.913 -0.861 2.956 0.468
O 3.703 0.606 1.411 -0.951
H 4.163 1.183 0.789 0.456
H 2.732 0.841 1.423 0.492
O -3.288 -2.358 0.346 -0.936
H -2.491 -2.265 0.835 0.483
H -3.864 -1.962 0.978 0.450
```

As for the relative energy (zero: lowest compared OMol25 entry of this formula, charge and spin): 2.229 eV. Its charge is -1. The frontier orbital gap comes out at 9.58 eV.

Record 6
Here is a molecular structure, CH28O13 at a distorted geometry from the OMol25 dataset. Energies are from ωB97M-V/def2-TZVPD.

```
42
Properties=species:S:1:pos:R:3:nbo_charge:R:1
O 0.041 -0.308 2.969 -0.791
H -0.795 -0.495 3.445 0.562
H 0.755 -0.970 3.295 0.558
H 0.091 -0.479 1.978 0.563
C -0.236 0.061 -0.065 -0.235
O -0.037 -1.212 0.429 -1.006
H 0.829 0.499 -0.108 0.112
H -0.885 0.614 0.442 0.134
H -0.599 -0.030 -1.018 0.155
O -2.056 3.198 -0.678 -0.925
H -2.347 2.446 -1.085 0.460
H -2.807 3.448 -0.156 0.467
O 3.346 1.014 0.510 -0.813
H 2.845 0.210 0.516 0.504
H 3.859 0.972 -0.183 0.485
O 2.571 -1.566 0.945 -1.012
H 2.988 -2.315 0.538 0.496
H 1.728 -1.357 0.485 0.507
O -0.472 -2.790 -1.713 -0.948
H -0.683 -2.499 -2.569 0.476
H -0.625 -2.110 -1.125 0.459
O 1.334 -0.445 -3.047 -0.957
H 1.764 0.445 -3.323 0.480
H 1.531 -0.654 -2.119 0.478
O -1.866 1.998 2.549 -0.965
H -2.422 1.348 2.085 0.457
H -1.500 2.610 1.950 0.501
O -2.654 -1.973 0.878 -0.976
H -1.781 -1.874 0.520 0.498
H -3.163 -1.127 0.927 0.456
O -1.776 -1.240 -3.904 -0.902
H -1.759 -0.521 -3.426 0.451
H -1.521 -1.008 -4.691 0.456
O 0.238 3.747 1.367 -0.931
H 0.341 3.143 0.758 0.473
H -0.001 4.522 0.980 0.467
O 0.021 -4.000 0.862 -0.895
H -0.132 -3.189 1.053 0.449
H -0.364 -4.417 1.617 0.446
O 2.141 2.519 -0.695 -1.083
H 1.470 2.031 -1.222 0.433
H 2.587 1.752 0.027 0.457
```

As for the relative energy (zero: lowest compared OMol25 entry of this formula, charge and spin): 7.038 eV. Its charge is 0. The frontier orbital gap comes out at 8.66 eV.

Record 7
Here is 14 unconnected molecules or ions with the total composition CH29O14 at a distorted geometry from the OMol25 dataset. Energies are from ωB97M-V/def2-TZVPD.

```
44
Properties=species:S:1:pos:R:3:nbo_charge:R:1
C 0.236 0.265 -0.112 -0.283
O 0.075 1.348 0.836 -1.081
H -0.232 -0.591 0.366 0.145
H 1.294 0.085 -0.295 0.160
H -0.261 0.414 -1.122 0.149
O -0.681 3.931 0.265 -0.950
H -0.284 3.227 0.724 0.488
H -0.061 4.673 0.323 0.451
O -0.926 0.935 -3.306 -0.911
H -1.237 0.548 -4.144 0.457
H -1.482 0.471 -2.701 0.466
O 0.966 -0.488 2.774 -0.965
H 0.605 -0.059 1.999 0.495
H 0.282 -0.315 3.425 0.450
O -2.399 1.794 -0.717 -0.949
H -2.524 0.882 -1.028 0.440
H -1.557 1.851 -0.281 0.499
O -2.399 -2.597 1.272 -1.006
H -2.323 -3.029 2.158 0.483
H -2.354 -1.641 1.463 0.505
O -1.734 -2.705 -1.471 -0.983
H -1.993 -2.681 -0.535 0.499
H -0.849 -3.010 -1.558 0.470
O 1.173 -1.125 -3.222 -0.942
H 0.374 -0.675 -3.070 0.484
H 1.301 -1.027 -4.118 0.451
O 3.035 1.113 -3.020 -0.944
H 2.802 0.995 -2.111 0.482
H 2.898 0.256 -3.400 0.458
O 1.975 2.555 -0.825 -0.955
H 1.463 1.882 -0.423 0.484
H 1.696 3.293 -0.323 0.460
O 2.686 -2.240 0.784 -0.937
H 2.487 -1.509 1.346 0.481
H 3.387 -2.671 1.295 0.455
O 0.421 2.652 3.169 -0.962
H 0.467 2.324 2.297 0.499
H -0.393 2.318 3.531 0.451
O -2.241 -0.020 1.992 -0.955
H -1.468 0.414 1.620 0.515
H -1.971 -0.261 2.888 0.456
O 0.042 -3.968 1.458 -0.944
H -0.486 -3.230 1.181 0.478
H 0.205 -4.377 0.624 0.456
```

As for the relative energy (zero: lowest compared OMol25 entry of this formula, charge and spin): 1.269 eV. Its charge is -1. The frontier orbital gap comes out at 8.53 eV.

Record 8
Here is a molecular structure, CH2AuF at a distorted geometry from the OMol25 dataset. Energies are from ωB97M-V/def2-TZVPD.

```
5
Properties=species:S:1:pos:R:3:nbo_charge:R:1
H -1.250 0.191 -1.437 0.294
Au -0.645 -1.231 -0.380 1.144
C -0.071 0.819 0.243 0.388
F 1.190 0.740 0.592 -0.130
H -0.570 1.480 0.980 0.303
```

As for the relative energy (zero: lowest compared OMol25 entry of this formula, charge and spin): 0.976 eV. Its charge is +2. Its spin multiplicity is 3. The frontier orbital gap (spin up / spin down) comes out at 6.94 / 8.50 eV.

Record 9
Here is a molecular structure, CH2AuO4 at a distorted geometry from the OMol25 dataset. Energies are from ωB97M-V/def2-TZVPD.

```
8
Properties=species:S:1:pos:R:3:nbo_charge:R:1
O -1.253 0.426 0.468 -0.320
Au -0.353 0.079 2.000 1.557
O 0.847 -0.354 0.726 -0.795
H 1.452 -1.046 0.446 0.588
C -0.373 -0.079 -0.381 0.804
O -0.914 -1.203 -0.832 0.125
O 0.085 0.690 -1.388 -0.508
H 0.508 1.486 -1.039 0.548
```

Its charge is +2. Its spin multiplicity is 4. The frontier orbital gap (spin up / spin down) comes out at 10.19 / 7.50 eV.

Record 10
Here is 2 unconnected molecules or ions with the total composition CH2BN at a distorted geometry from the OMol25 dataset. Energies are from ωB97M-V/def2-TZVPD.

```
5
Properties=species:S:1:pos:R:3:nbo_charge:R:1
B -0.012 0.731 -0.090 0.519
C -1.252 0.079 -0.121 -0.287
N -2.084 -0.742 0.103 -0.173
H 0.953 1.344 -0.245 -0.064
H 2.396 -1.413 0.353 0.005
```

As for the relative energy (zero: lowest compared OMol25 entry of this formula, charge and spin): 4.794 eV. Its charge is 0. The frontier orbital gap (spin up / spin down) comes out at 10.40 / 6.54 eV.

Record 11
Here is a molecular structure, CH2Br2N2O at a distorted geometry from the OMol25 dataset. Energies are from ωB97M-V/def2-TZVPD.

```
8
Properties=species:S:1:pos:R:3:nbo_charge:R:1
C 1.255 0.689 0.704 0.865
N 0.339 -0.119 0.277 -0.829
N 2.554 0.068 -0.393 -0.734
O 1.455 1.583 1.403 -0.497
Br 2.863 -1.740 0.097 0.154
Br 4.081 1.180 -0.161 0.197
H 0.600 -1.013 -0.160 0.427
H -0.618 -0.230 0.665 0.416
```

As for the relative energy (zero: lowest compared OMol25 entry of this formula, charge and spin): 1.098 eV. Its charge is 0. The frontier orbital gap comes out at 8.74 eV.

Record 12
Here is a molecular structure, CH2Br2S at a distorted geometry from the OMol25 dataset. Energies are from ωB97M-V/def2-TZVPD.

```
6
Properties=species:S:1:pos:R:3:nbo_charge:R:1
C -0.590 -0.217 0.905 -0.467
S 1.719 0.684 -0.949 -0.164
Br -0.886 -1.870 0.065 0.137
Br -1.719 1.180 0.373 0.134
H -0.031 -0.086 1.904 0.242
H 1.508 0.309 -2.298 0.118
```

As for the relative energy (zero: lowest compared OMol25 entry of this formula, charge and spin): 2.854 eV. Its charge is 0. The frontier orbital gap (spin up / spin down) comes out at 6.34 / 8.98 eV.